# 1
DFT (ωB97M-V/def2-TZVPD) results for C42H91BrFeN2O6S2Si3 as an isolated structure.

```
148
Properties=species:S:1:pos:R:3:mulliken_spin:R:1
Fe -0.19 -0.39 -0.41 3.7557
C -2.81 -2.97 -0.86 -0.0011
C -1.57 -3.82 -0.68 -0.0157
C -1.40 -4.77 -1.86 0.0013
C -1.64 -4.61 0.62 0.0015
O -0.46 -2.90 -0.63 0.0376
Si 1.18 -3.18 -0.74 -0.0351
S 1.99 -1.27 -0.71 0.0856
O 1.52 -4.16 0.53 -0.0001
C 2.75 -4.70 1.03 0.0044
C 3.47 -3.63 1.84 -0.0008
C 3.65 -5.18 -0.11 0.0000
C 2.34 -5.88 1.91 0.0002
O 1.53 -4.10 -2.05 -0.0034
C 1.86 -3.86 -3.42 0.0078
C 1.66 -5.19 -4.13 -0.0007
C 0.92 -2.80 -4.00 0.0005
C 3.31 -3.40 -3.52 0.0005
H -3.70 -3.60 -0.81 -0.0002
H -2.79 -2.46 -1.82 0.0004
H -2.88 -2.22 -0.08 -0.0010
H -2.28 -5.42 -1.93 0.0009
H -0.51 -5.40 -1.74 -0.0011
H -1.30 -4.22 -2.79 -0.0006
H -2.44 -5.35 0.56 0.0006
H -1.84 -3.95 1.46 -0.0012
H -0.70 -5.13 0.82 -0.0015
H 3.62 -2.73 1.24 0.0023
H 4.44 -4.01 2.17 -0.0001
H 2.89 -3.37 2.72 -0.0002
H 4.01 -4.34 -0.69 0.0000
H 3.10 -5.85 -0.77 -0.0003
H 4.51 -5.71 0.30 0.0000
H 1.64 -5.55 2.67 -0.0001
H 3.22 -6.31 2.40 0.0000
H 1.86 -6.65 1.30 0.0000
H 0.62 -5.51 -4.06 -0.0001
H 2.29 -5.95 -3.66 0.0000
H 1.93 -5.11 -5.18 0.0000
H -0.12 -3.12 -3.90 0.0002
H 1.15 -2.64 -5.05 -0.0010
H 1.05 -1.87 -3.46 0.0042
H 3.98 -4.18 -3.17 0.0000
H 3.46 -2.50 -2.93 0.0024
H 3.56 -3.18 -4.56 -0.0003
N -1.09 -0.57 -2.38 0.0569
C -0.99 -0.43 -3.52 0.0028
N -0.90 -0.29 -4.82 -0.0052
C -1.84 -0.98 -5.70 0.0005
C -2.45 0.02 -6.68 0.0000
C -1.39 0.99 -7.23 0.0003
C 0.03 0.53 -6.91 0.0002
C 0.25 0.42 -5.41 0.0002
H -2.60 -1.46 -5.08 -0.0008
H -1.30 -1.77 -6.23 0.0006
H -3.24 0.57 -6.17 0.0000
H -2.93 -0.54 -7.49 0.0000
H -1.54 1.98 -6.79 0.0000
H -1.51 1.12 -8.31 0.0000
H 0.76 1.24 -7.31 0.0000
H 0.23 -0.43 -7.39 0.0000
H 0.31 1.41 -4.96 -0.0012
H 1.17 -0.11 -5.19 0.0002
C 0.41 5.56 -3.66 0.0012
C -0.61 4.48 -3.35 0.0006
C -1.97 4.82 -3.95 -0.0008
C -0.13 3.12 -3.86 0.0034
O -0.81 4.42 -1.94 0.0176
Si 0.09 3.79 -0.72 -0.0341
S -0.56 1.86 -0.26 0.0424
O 1.65 3.81 -1.20 0.0122
C 2.87 3.74 -0.45 -0.0019
C 3.21 5.14 0.03 0.0003
C 2.72 2.78 0.73 0.0008
C 3.92 3.23 -1.43 -0.0004
O -0.05 4.82 0.54 0.0131
C -1.14 5.63 0.98 -0.0031
C -0.84 5.97 2.44 0.0003
C -1.17 6.90 0.14 0.0012
C -2.46 4.87 0.86 0.0091
H 0.58 5.64 -4.74 -0.0001
H 1.36 5.34 -3.18 0.0001
H 0.06 6.53 -3.30 -0.0002
H -1.91 4.88 -5.04 0.0001
H -2.31 5.79 -3.57 0.0001
H -2.70 4.07 -3.67 0.0001
H -0.06 3.15 -4.95 -0.0001
H -0.84 2.35 -3.57 0.0003
H 0.84 2.88 -3.45 -0.0015
H 2.41 5.52 0.67 -0.0001
H 3.33 5.81 -0.82 0.0000
H 4.14 5.13 0.60 0.0000
H 1.98 3.15 1.44 0.0003
H 3.68 2.69 1.24 -0.0005
H 2.41 1.79 0.39 0.0038
H 3.96 3.88 -2.30 -0.0001
H 3.67 2.22 -1.75 -0.0001
H 4.90 3.21 -0.96 0.0000
H 0.11 6.51 2.50 -0.0001
H -0.75 5.05 3.02 0.0000
H -1.63 6.59 2.86 0.0001
H -0.24 7.44 0.25 -0.0001
H -1.99 7.54 0.45 -0.0002
H -1.31 6.64 -0.91 -0.0003
H -2.39 3.91 1.38 -0.0022
H -2.69 4.66 -0.19 -0.0001
H -3.27 5.46 1.29 -0.0001
C -3.18 -0.54 6.16 0.0013
C -2.86 -1.06 4.75 0.0009
C -3.07 -2.58 4.76 0.0033
C -3.90 -0.49 3.77 0.0056
Si -1.06 -0.59 4.29 0.0060
Br -0.98 -0.91 2.01 0.0200
C -0.64 1.27 4.51 0.0003
C -0.26 1.55 5.97 -0.0007
C -1.84 2.16 4.14 0.0025
C 0.51 1.72 3.60 -0.0046
C 0.27 -1.79 4.96 0.0077
C 1.68 -1.27 4.65 -0.0023
C 0.18 -3.19 4.33 0.0038
C 0.13 -1.95 6.48 0.0001
H -4.18 -0.89 6.45 0.0004
H -3.19 0.55 6.21 -0.0001
H -2.48 -0.90 6.91 -0.0002
H -4.13 -2.78 4.93 -0.0001
H -2.52 -3.07 5.56 0.0002
H -2.80 -3.05 3.82 -0.0010
H -4.89 -0.81 4.10 0.0003
H -3.76 -0.87 2.76 -0.0028
H -3.90 0.59 3.73 -0.0004
H -1.02 1.22 6.69 -0.0002
H -0.14 2.63 6.10 0.0000
H 0.68 1.09 6.25 0.0002
H -2.69 2.03 4.81 0.0004
H -2.17 1.98 3.12 -0.0019
H -1.53 3.20 4.21 -0.0006
H 1.41 1.13 3.71 0.0013
H 0.77 2.75 3.87 0.0003
H 0.23 1.72 2.55 0.0061
H 1.84 -1.12 3.58 -0.0002
H 2.41 -2.01 4.99 0.0001
H 1.90 -0.34 5.17 -0.0003
H 0.26 -3.17 3.24 -0.0027
H -0.72 -3.73 4.60 -0.0001
H 1.03 -3.78 4.71 0.0003
H 0.23 -1.01 7.02 0.0002
H 0.92 -2.61 6.84 -0.0001
H -0.82 -2.40 6.76 -0.0001
```

⟨S²⟩ = 6.0126
Net charge = 0
LUMO (spin up / spin down) = 0.485 / 0.479 eV
Relative energy (zero: lowest compared OMol25 entry of this formula, charge and spin) = 15.2 kcal per mole
Kohn-Sham gap (spin up / spin down) = 8.162 / 8.361 eV
2S+1 = 5

---

# 2
DFT (ωB97M-V/def2-TZVPD) results for C42H95AsF6N12O6 as an isolated structure.

```
162
Properties=species:S:1:pos:R:3:mulliken_charge:R:1
C 16.81 7.70 16.59 -1.0896
C 15.94 8.83 17.17 0.1265
N 15.83 8.79 18.62 0.3493
C 14.58 8.84 19.19 -0.2569
C 14.75 8.82 20.58 -0.6471
N 16.11 8.82 20.83 0.1539
C 16.78 8.76 19.63 -0.2369
C 16.78 8.69 22.09 -0.8460
H 17.89 7.87 16.60 0.0412
H 16.62 7.60 15.52 0.3420
H 16.71 6.69 16.99 0.4585
H 14.91 8.64 16.86 0.2794
H 16.16 9.84 16.82 -0.1121
H 13.62 8.88 18.69 0.5060
H 14.09 8.80 21.44 0.5084
H 17.85 8.79 19.48 0.3193
H 17.75 8.19 22.05 0.3494
H 16.10 8.24 22.82 0.3524
H 16.96 9.67 22.53 0.3498
C 14.49 9.72 12.35 -1.2214
C 15.96 10.29 12.60 0.2686
N 16.75 10.38 11.35 0.6034
C 16.71 11.41 10.43 -0.2178
C 17.44 11.06 9.30 -1.2959
N 18.11 9.87 9.51 0.2492
C 17.53 9.46 10.76 -0.3927
C 18.92 9.03 8.64 -0.7287
H 14.57 8.77 11.83 0.5348
H 13.98 10.39 11.67 0.4281
H 13.88 9.49 13.23 0.2734
H 16.55 9.70 13.31 0.0318
H 15.99 11.31 13.00 -0.3426
H 16.10 12.27 10.68 0.7347
H 17.62 11.50 8.33 0.5777
H 17.65 8.47 11.18 0.4878
H 19.99 9.16 8.77 0.2596
H 18.62 9.18 7.61 0.3969
H 18.61 8.04 9.00 0.3382
C 19.39 17.40 18.55 -1.7140
C 18.41 16.73 17.55 0.3797
N 17.71 15.61 18.17 0.2502
C 18.03 15.01 19.41 -0.2304
C 17.09 14.07 19.65 -1.1127
N 16.19 14.09 18.56 0.2568
C 16.61 14.99 17.69 -0.3072
C 15.06 13.18 18.44 -0.3396
H 18.70 17.85 19.26 0.5559
H 19.77 18.30 18.07 0.4021
H 20.24 16.87 18.97 0.2954
H 18.99 16.39 16.69 -0.0709
H 17.54 17.27 17.19 0.4227
H 18.88 15.34 19.98 0.6258
H 16.96 13.30 20.40 0.5664
H 16.17 15.07 16.71 0.4622
H 15.35 12.13 18.53 0.0679
H 14.60 13.40 17.48 -0.0354
H 14.42 13.27 19.31 0.4751
C 20.55 12.45 10.36 -0.9858
C 20.60 11.34 11.43 0.0928
N 21.86 11.38 12.15 0.5491
C 22.80 10.41 12.33 -0.6049
C 23.69 10.85 13.25 -0.5927
N 23.32 12.13 13.58 0.3116
C 22.10 12.40 13.02 -0.4216
C 24.01 13.10 14.37 -0.5221
H 19.63 12.36 9.79 0.1697
H 21.48 12.53 9.81 0.4321
H 20.42 13.43 10.82 0.1776
H 20.36 10.38 10.98 0.3523
H 19.81 11.58 12.15 -0.2767
H 22.65 9.46 11.84 0.5346
H 24.53 10.40 13.75 0.5728
H 21.43 13.24 13.03 0.4556
H 24.40 12.57 15.24 0.2287
H 23.35 13.96 14.48 0.0581
H 24.82 13.47 13.74 0.3082
C 22.06 14.37 17.67 -1.0284
C 23.12 13.45 18.30 1.9971
C 24.56 13.95 18.12 -1.1260
O 25.46 12.86 18.49 -0.3224
C 26.78 13.43 18.52 -0.8533
N 22.76 13.22 19.81 -0.1299
H 21.84 12.88 20.01 0.2780
H 23.40 12.56 20.24 0.3785
H 22.83 14.12 20.26 0.4017
H 22.18 15.40 18.01 0.4811
H 21.02 14.08 17.83 0.3548
H 22.14 14.43 16.58 -0.1596
H 23.04 12.45 17.87 -1.3327
H 24.65 14.84 18.74 0.6222
H 24.70 14.39 17.14 0.4539
H 26.91 14.22 19.26 0.3501
H 27.06 13.80 17.54 0.3621
H 27.48 12.63 18.75 0.2909
C 17.64 14.92 12.17 -1.2696
C 16.80 16.00 12.78 0.5971
C 16.52 17.12 11.83 -1.2485
O 15.61 18.14 12.27 -0.3953
C 15.51 19.26 11.30 -0.7561
N 15.47 15.37 13.27 0.0664
H 15.04 16.08 13.84 0.5149
H 14.88 15.13 12.49 0.4560
H 15.68 14.55 13.82 -0.0651
H 17.30 14.46 11.24 0.6129
H 17.83 14.17 12.94 -0.0551
H 18.64 15.23 11.87 0.3771
H 17.31 16.44 13.63 -0.0839
H 16.20 16.67 10.89 0.4907
H 17.48 17.51 11.51 0.6309
H 15.52 19.00 10.24 0.3436
H 16.21 20.07 11.50 0.3118
H 14.53 19.70 11.49 0.2878
C 11.95 12.00 16.34 -1.3942
C 12.45 11.43 15.04 0.8590
C 11.35 10.97 14.05 -1.0386
O 10.57 12.09 13.61 -0.3740
C 9.83 11.78 12.46 -0.7903
N 13.40 12.43 14.35 0.2456
H 13.35 12.38 13.35 0.4466
H 13.08 13.38 14.53 0.5098
H 14.38 12.47 14.62 -0.1301
H 10.92 12.33 16.23 0.3752
H 12.46 12.84 16.82 0.3521
H 11.92 11.16 17.03 0.3509
H 13.01 10.52 15.25 -0.0960
H 10.79 10.20 14.57 0.5691
H 11.84 10.53 13.18 0.4087
H 9.16 10.93 12.57 0.3434
H 10.47 11.75 11.58 0.3249
H 9.26 12.70 12.30 0.2969
C 19.75 10.00 17.81 -1.3194
C 20.87 10.09 16.79 1.1859
C 22.31 9.79 17.29 -1.2459
O 23.40 10.02 16.33 -0.2130
C 24.75 9.77 16.81 -0.7844
N 20.63 9.35 15.50 0.0654
H 21.33 9.43 14.78 0.2462
H 20.56 8.36 15.70 0.5309
H 19.72 9.54 15.10 -0.0161
H 19.94 10.70 18.63 0.4610
H 19.71 9.01 18.25 0.5180
H 18.78 10.32 17.43 0.2275
H 20.87 11.11 16.41 -0.6394
H 22.32 8.72 17.52 0.6716
H 22.47 10.34 18.21 0.3930
H 25.41 10.20 16.06 0.2681
H 24.93 8.70 16.94 0.3376
H 25.02 10.36 17.69 0.2860
As 21.10 16.81 13.81 1.9462
F 19.56 17.44 14.50 -0.4647
F 20.37 17.08 12.22 -0.4805
F 22.67 16.15 13.10 -0.5098
F 21.72 16.44 15.51 -0.4851
F 20.42 15.15 13.74 -0.2511
F 21.76 18.49 13.93 -0.4345
C 18.88 13.09 15.64 0.6942
C 17.70 12.23 15.16 -0.8911
O 16.55 12.77 15.11 -0.3466
O 17.91 11.00 15.01 -0.1503
H 19.77 12.95 15.03 -0.3760
H 19.11 12.82 16.67 0.0509
H 18.55 14.12 15.71 -0.0888
```

Net charge = +6
LUMO = -12.643 eV
Kohn-Sham gap = 7.980 eV

---

# 3
DFT (ωB97M-V/def2-TZVPD) results for a 6-piece molecular cluster, C42H98IN2O22P5S2 overall.

```
172
Properties=species:S:1:pos:R:3:mulliken_charge:R:1
C 0.90 -0.43 5.91 -1.4779
C 0.24 -1.08 4.67 0.5461
C -1.21 -1.57 4.91 -0.9718
C -2.03 -1.90 3.62 -0.4837
C -1.19 -2.29 2.37 -0.9068
C -2.11 -2.27 1.10 -1.0298
C -1.17 -2.41 -0.17 -0.4266
C -1.60 -1.52 -1.37 -0.9545
N -0.52 -0.66 -1.93 0.3764
C -1.15 0.15 -3.00 -1.1541
C -0.29 1.34 -3.49 0.0456
C 1.09 0.93 -4.09 -0.2915
C 1.61 2.09 -5.00 -0.7388
C 3.17 2.10 -5.14 -0.8691
C 3.86 3.33 -4.45 -0.2616
C 4.38 4.41 -5.46 -0.5132
C 5.93 4.70 -5.33 -0.8315
C 0.08 0.16 -0.93 -0.3727
S 1.62 -0.12 -0.43 -0.2068
S -0.80 1.54 -0.19 -0.1938
C -0.38 1.62 1.59 -0.3383
C -1.72 1.48 2.39 0.1397
C -2.77 2.56 1.99 -0.5290
C -2.22 3.94 2.33 0.2089
O -1.59 4.12 3.31 -0.4879
O -2.45 5.03 1.51 -0.4193
C -1.40 5.18 0.52 1.5278
C -2.08 5.85 -0.71 -1.2402
C -2.99 4.87 -1.51 0.1108
C -2.74 5.09 -3.03 -1.1473
I -5.10 5.26 -1.09 0.0477
N -0.31 6.05 0.95 -0.2877
C 0.96 5.33 1.14 -0.1566
C 1.52 4.69 -0.17 -0.7655
H 1.79 0.14 5.59 0.3777
H 0.24 0.31 6.40 0.2515
H 1.27 -1.20 6.61 0.3544
H 0.26 -0.33 3.85 -0.4144
H 0.84 -1.95 4.34 0.4053
H -1.19 -2.44 5.59 0.4639
H -1.73 -0.76 5.46 0.2052
H -2.74 -1.08 3.44 0.5116
H -2.65 -2.78 3.86 0.3227
H -0.35 -1.61 2.14 0.4279
H -0.89 -3.34 2.50 0.5104
H -2.67 -1.32 1.02 0.3917
H -2.85 -3.08 1.13 0.5062
H -1.31 -3.46 -0.50 0.3261
H -0.11 -2.32 0.10 0.4719
H -1.93 -2.16 -2.21 0.4880
H -2.50 -0.93 -1.05 0.3895
H -2.13 0.54 -2.65 0.3846
H -1.29 -0.52 -3.87 0.4337
H -0.13 2.13 -2.74 -0.2635
H -0.86 1.81 -4.32 0.6503
H 1.82 0.71 -3.30 0.1963
H 0.89 0.06 -4.75 0.1638
H 1.25 3.08 -4.67 0.3515
H 1.18 1.92 -6.01 0.3329
H 3.59 1.18 -4.70 0.4103
H 3.43 2.14 -6.21 0.4239
H 4.73 2.93 -3.90 0.3557
H 3.16 3.80 -3.74 0.0352
H 3.87 5.36 -5.21 0.2659
H 4.20 4.15 -6.51 0.3258
H 6.40 4.61 -6.32 0.1324
H 6.43 3.97 -4.66 0.3932
H 6.13 5.72 -4.98 0.1810
H 0.33 0.83 1.87 0.7459
H 0.05 2.61 1.81 -0.4303
H -2.14 0.51 2.11 -0.7537
H -1.54 1.53 3.48 0.7153
H -3.65 2.37 2.64 0.4775
H -3.13 2.45 0.95 0.3358
H -1.08 4.16 0.23 -1.0240
H -1.30 6.33 -1.33 0.3406
H -2.72 6.64 -0.30 0.4069
H -2.76 3.84 -1.19 0.0081
H -1.84 4.51 -3.29 0.1901
H -3.58 4.70 -3.62 0.4348
H -2.56 6.16 -3.23 0.3479
H -0.57 6.38 1.89 0.3603
H 0.94 4.59 1.97 0.0719
H 1.71 6.09 1.45 0.4125
H 1.95 3.71 0.11 0.2055
H 0.74 4.48 -0.92 0.0451
H 2.34 5.28 -0.62 0.4299
C -1.49 3.91 10.75 -0.7184
O -0.24 3.21 10.61 -0.3241
P 0.78 3.62 9.31 1.1049
O 1.16 2.20 9.03 -0.6365
O 1.84 4.29 10.36 -0.3524
C 1.43 5.42 11.13 -0.6288
O 1.72 4.20 8.01 -0.3409
C 1.09 4.09 6.74 -0.5562
H -2.29 3.19 10.90 0.2455
H -1.45 4.57 11.62 0.2704
H -1.72 4.51 9.87 0.3481
H 1.10 5.08 12.12 0.2152
H 0.62 5.96 10.65 0.3196
H 2.28 6.09 11.26 0.2715
H 0.17 4.68 6.72 0.3094
H 0.86 3.04 6.52 0.1949
H 1.77 4.47 5.98 0.2844
C -8.42 -5.72 3.33 -0.7133
O -7.05 -5.28 3.16 -0.3209
P -5.93 -5.66 4.38 0.9551
O -5.24 -4.32 4.34 -0.5392
O -5.17 -6.72 3.41 -0.3554
C -5.90 -7.84 2.91 -0.4822
O -5.06 -6.27 5.70 -0.2855
C -5.51 -5.83 6.99 -0.7345
H -9.08 -4.88 3.13 0.2404
H -8.63 -6.52 2.62 0.2665
H -8.60 -6.08 4.34 0.3420
H -6.27 -7.62 1.91 0.2082
H -6.75 -8.10 3.56 0.2815
H -5.24 -8.70 2.85 0.2734
H -6.55 -6.14 7.16 0.3091
H -5.44 -4.74 7.07 0.3180
H -4.88 -6.29 7.75 0.2470
C -6.03 -12.81 -1.49 -0.6995
O -6.40 -11.54 -0.92 -0.3367
P -5.21 -10.34 -0.79 0.9346
O -5.59 -9.85 0.57 -0.5148
O -5.91 -9.45 -1.96 -0.3405
C -6.08 -10.02 -3.25 -0.6291
O -3.79 -9.45 -0.97 -0.2704
C -2.64 -9.98 -0.30 -0.6774
H -6.40 -13.60 -0.84 0.2460
H -6.48 -12.92 -2.48 0.2707
H -4.95 -12.91 -1.59 0.3419
H -7.10 -10.42 -3.34 0.2313
H -5.37 -10.82 -3.44 0.3132
H -5.94 -9.25 -4.00 0.2681
H -2.40 -10.97 -0.68 0.3040
H -2.81 -10.02 0.78 0.2977
H -1.80 -9.32 -0.50 0.2381
C 4.76 -3.47 -0.16 -0.5857
O 4.67 -4.91 -0.20 -0.3806
P 3.41 -5.60 -1.09 1.2548
O 3.05 -6.67 -0.11 -0.7018
O 4.43 -6.16 -2.23 -0.3845
C 5.26 -5.24 -2.92 -0.6006
O 2.11 -5.78 -2.15 -0.4244
C 0.89 -5.17 -1.71 -0.7365
H 4.89 -3.15 0.88 0.2554
H 5.63 -3.14 -0.73 0.2760
H 3.87 -2.99 -0.57 0.2426
H 6.24 -5.21 -2.45 0.2272
H 4.83 -4.23 -2.92 0.2886
H 5.37 -5.57 -3.95 0.2700
H 1.02 -4.09 -1.60 0.2515
H 0.56 -5.60 -0.76 0.4017
H 0.12 -5.35 -2.47 0.3536
C 8.91 9.31 -7.27 -0.7032
O 8.65 7.91 -7.49 -0.3422
P 7.39 7.49 -8.56 0.9489
O 6.83 6.37 -7.75 -0.4536
O 8.45 6.95 -9.66 -0.3632
C 9.44 7.85 -10.17 -0.6295
O 6.20 7.56 -9.75 -0.3216
C 4.99 8.24 -9.37 -0.6537
H 8.99 9.48 -6.19 0.2442
H 9.86 9.59 -7.73 0.2712
H 8.12 9.95 -7.67 0.3420
H 10.37 7.71 -9.63 0.2230
H 9.12 8.89 -10.08 0.3136
H 9.61 7.62 -11.22 0.2729
H 5.20 9.28 -9.13 0.2985
H 4.52 7.74 -8.52 0.2746
H 4.31 8.21 -10.22 0.2474
```

Net charge = 0
SMILES string = CCCCCCCCN(CCCCCCCC)C(=S)SCCCC(=O)O[C@@H](C[C@H](C)I)NCC.COP(=O)(OC)OC.COP(=O)(OC)OC.COP(=O)(OC)OC.COP(=O)(OC)OC.COP(=O)(OC)OC
LUMO = -2.117 eV
Kohn-Sham gap = 6.553 eV

---

Number 1: F_max 1.1 eV/A. Number 2: F_max 6.8 eV/A. Number 3: F_max 9.1 eV/A.